ORCA calculation (the ωB97M-V functional and the def2-TZVPD basis) on a molecular structure, C33H64As3F2I2NO10P2V.

```
118
C33H64As3F2I2NO10P2V, DFT the ωB97M-V functional and the def2-TZVPD basis
V -1.05997 0.58356 -0.06338
I 2.05704 -1.63728 -3.96750
C 1.63883 -3.69318 -4.00908
I 0.96281 -4.38857 -2.14442
H 2.51624 -4.24108 -4.27430
H 0.85977 -3.83314 -4.76430
C 4.32323 1.16997 3.31068
C 3.69176 -0.15603 3.08097
C 3.50804 -0.99795 4.36556
O 2.34626 0.06055 2.47748
P 2.09609 -0.05772 0.92847
O 0.67177 -0.48232 0.54789
C 2.37053 1.55433 0.26308
P 1.12425 2.72405 0.80175
O -0.16331 1.97056 1.06529
O 1.67699 3.33956 2.14084
C 0.67134 3.87293 3.11922
C 1.16884 5.23377 3.53897
C 0.68773 2.86980 4.23968
O 0.94681 3.86984 -0.20721
C 1.97658 4.97336 -0.37112
C 3.28436 4.40973 -0.85404
C 1.29783 5.91335 -1.34905
O 3.30446 -0.75877 0.26620
C 3.73490 -2.16840 0.11168
C 3.18089 -3.08398 1.17637
C 5.24355 -2.13327 0.02700
H 5.30635 1.03199 3.78890
H 3.72018 1.78232 3.97410
H 4.57674 1.72709 2.39315
H 4.29920 -0.72717 2.39934
H 3.10889 -0.44118 5.24149
H 4.41316 -1.54507 4.62415
H 2.78992 -1.83086 4.20202
H 2.26810 1.45101 -0.81866
H 3.37172 1.84318 0.49357
H -0.27861 3.94393 2.59659
H 2.26159 5.16898 3.77984
H 0.73343 5.50422 4.51620
H 0.99485 6.04994 2.81962
H 1.69717 2.89832 4.69489
H 0.36492 1.87948 3.99166
H -0.03133 3.18205 4.98606
H 2.02640 5.42081 0.61910
H 3.18594 3.67659 -1.66681
H 3.87328 3.99751 -0.07874
H 3.84462 5.22419 -1.31294
H 1.27958 5.45798 -2.34499
H 1.89620 6.83257 -1.44971
H 0.29382 6.11643 -1.01474
H 3.34040 -2.48200 -0.87386
H 3.58728 -2.82838 2.15282
H 3.50251 -4.14174 1.02276
H 2.08041 -2.98743 1.25306
H 5.78240 -1.79820 0.91560
H 5.56875 -1.42139 -0.72262
H 5.58137 -3.14634 -0.25504
C -3.12899 0.26285 3.18844
As -2.01010 -0.76982 2.00653
C -0.62681 -1.19559 3.27770
C -2.82216 -2.57288 1.94945
C -3.53542 -3.23079 0.79307
C -4.98698 -2.68238 0.64002
C -2.83641 -2.99488 -0.55537
As -2.56999 -1.18182 -1.28638
C -4.30456 -0.64547 -2.03823
C -1.66522 -1.67369 -2.97053
C -3.64548 -4.75378 1.07995
As -2.13320 -6.13030 0.91319
C -0.57323 -5.05046 1.21156
C -2.15873 -6.33555 -1.05489
H -3.11277 -0.15805 4.22108
H -4.13709 0.28907 2.81425
H -2.68694 1.24319 3.27209
H -1.16280 -1.20384 4.24807
H 0.07643 -0.41984 3.29565
H -0.19587 -2.17525 3.09376
H -3.38570 -2.62975 2.84799
H -1.93264 -3.14400 2.15009
H -5.01906 -1.60339 0.52501
H -5.56217 -3.05831 1.50992
H -5.44750 -3.06971 -0.26542
H -3.41458 -3.49210 -1.34133
H -1.85646 -3.38710 -0.64499
H -4.76450 -1.61799 -2.35276
H -4.06361 0.00477 -2.86836
H -4.99014 -0.23673 -1.34605
H -1.75039 -0.74924 -3.49961
H -2.15211 -2.51509 -3.48466
H -0.62797 -1.91673 -2.73838
H -4.45710 -5.20102 0.49961
H -3.98152 -4.96338 2.10183
H -0.52936 -4.91717 2.30524
H -0.57450 -4.04656 0.80361
H 0.39446 -5.54788 0.99601
H -2.89908 -7.14246 -1.19977
H -1.18689 -6.65842 -1.46360
H -2.49781 -5.48997 -1.61162
O 1.44830 1.48154 -2.57822
C 0.24118 1.49363 -2.74887
O -0.49038 1.16670 -1.62178
C -0.42873 2.01040 -3.89990
C 0.28615 2.28442 -5.11030
C -0.38640 2.87870 -6.15750
C -1.73659 3.17921 -6.01991
C -2.47769 2.96075 -4.88570
C -1.78497 2.32495 -3.83658
N -2.49377 3.56522 -7.22021
O -1.89241 3.71559 -8.26142
O -3.68564 3.72215 -6.99946
H 1.34819 2.09597 -5.24376
H 0.04103 3.18175 -7.11839
H -3.53643 3.18300 -4.83267
H -2.37180 2.13930 -2.95457
F -3.94293 0.75110 0.67267
C -2.84964 1.54155 0.33186
F -3.16529 1.94435 -0.92076
H -2.76409 2.38877 0.99974
```

## Properties
- Frontier orbital gap (spin up / spin down): 6.19 / 6.74 eV
- 2S+1: 2
- Total charge: +2
- Expectation value of S²: 0.78
- Total energy: -11231.7211 hartree
- Energy relative to the best compared isomer or geometry (same formula, charge and spin): 0.000 eV

***

ORCA calculation (the ωB97M-V functional and the def2-TZVPD basis) on 8 unconnected molecules or ions with the total composition C33H64BN2O30S7.

```
137
C33H64BN2O30S7, DFT the ωB97M-V functional and the def2-TZVPD basis
O 1.31722 -3.11807 2.76782
C 0.66043 -2.27824 2.21190
C -0.82380 -2.43992 1.97083
N -1.51284 -1.20670 1.60507
C -2.12501 -0.44295 2.67522
O -3.16947 -0.73372 3.19023
C -1.27809 0.76146 2.86778
C -1.17465 1.65541 3.91165
C -0.23741 2.68224 3.81717
C -0.10813 3.64569 4.99657
O 0.76620 3.34687 5.81877
O -0.91628 4.59693 4.96279
C 0.57851 2.82657 2.66929
C 1.61406 3.92349 2.59246
B 3.05243 3.26184 2.56371
O 3.81909 3.30857 1.39093
O 3.53340 2.64238 3.68130
C 0.42794 1.91523 1.62913
O 1.23717 1.98362 0.49928
N 0.96708 3.06549 -0.41561
O -0.10245 3.50172 -0.32318
C -0.49190 0.89104 1.72834
C -0.83128 -0.22031 0.81146
O -0.67572 -0.28995 -0.37987
H 1.14654 -1.34169 1.88313
H -0.95839 -3.23449 1.23146
H -1.26035 -2.81303 2.89896
H -1.78916 1.54675 4.79497
H 1.51175 4.54536 3.48061
H 1.46654 4.50688 1.68451
H 3.87218 2.44287 0.97308
H 4.08753 1.89080 3.43205
O 4.10207 -3.53000 -0.03825
S 5.03977 -4.60550 0.03413
O 4.99509 -5.64784 -0.95026
O 5.00741 -5.23826 1.48360
C 3.71354 -5.66828 1.99684
C 3.22135 -6.94394 1.34994
C 6.67730 -3.96743 0.10919
H 3.00003 -4.85149 1.88918
H 3.87370 -5.81908 3.06160
H 3.00631 -6.80516 0.29366
H 2.30204 -7.26939 1.83684
H 3.97114 -7.73220 1.43450
H 6.71103 -3.19056 0.86806
H 6.89641 -3.55500 -0.87313
H 7.35994 -4.78063 0.33953
O 0.03275 -5.56927 -4.09922
S 0.86970 -5.23777 -2.98228
O 0.26811 -4.90320 -1.72711
O 1.88257 -4.09991 -3.41596
C 1.30270 -2.88860 -3.97275
C 0.65509 -2.00812 -2.93027
C 2.05472 -6.50864 -2.72467
H 0.59929 -3.16905 -4.75807
H 2.13799 -2.37724 -4.44734
H -0.20587 -2.49608 -2.47820
H 0.31071 -1.08016 -3.38426
H 1.35765 -1.77635 -2.12907
H 2.52087 -6.75372 -3.67471
H 1.50799 -7.36285 -2.32778
H 2.79075 -6.15916 -2.00573
O -5.12655 6.71906 3.19497
S -5.63796 6.84461 4.52603
O -6.14396 8.11388 4.96225
O -4.58439 6.29792 5.55793
C -3.22352 6.82080 5.51936
C -3.13059 8.23321 6.05643
C -6.86748 5.61653 4.80700
H -2.83909 6.74190 4.50422
H -2.64338 6.13146 6.12564
H -3.66117 8.94453 5.42411
H -2.08165 8.52620 6.10052
H -3.56183 8.29577 7.05632
H -6.47765 4.65318 4.49110
H -7.73299 5.89644 4.21059
H -7.12045 5.61401 5.86339
O -1.13758 -6.73211 2.17794
S -1.21558 -7.98012 1.48351
O -0.37321 -8.22010 0.35141
O -2.72692 -8.25839 1.09302
C -3.41161 -7.21761 0.33687
C -2.93114 -7.12117 -1.09476
C -1.01857 -9.30437 2.62470
H -3.29951 -6.26708 0.85918
H -4.46157 -7.49697 0.38547
H -1.89587 -6.78926 -1.13935
H -3.53575 -6.40156 -1.64674
H -2.99346 -8.09038 -1.59006
H -1.66794 -9.13483 3.47873
H 0.02569 -9.29738 2.92879
H -1.25962 -10.23700 2.12208
O -1.65631 0.08709 -4.42976
S -2.63795 0.94380 -3.83061
O -3.93133 0.41530 -3.52286
O -2.80098 2.23260 -4.75380
C -3.09313 2.02595 -6.15225
C -4.51858 1.59478 -6.41697
C -1.96987 1.74634 -2.42625
H -2.37496 1.31461 -6.56412
H -2.90321 2.99270 -6.61554
H -4.72527 0.60688 -6.00846
H -4.69296 1.57061 -7.49250
H -5.22036 2.29398 -5.96293
H -1.00109 2.16219 -2.68708
H -1.85772 0.99124 -1.64893
H -2.65938 2.52393 -2.10758
O -4.76167 4.21461 -8.64126
S -4.69559 5.58539 -9.04931
O -5.69690 6.10888 -9.92643
O -3.25477 5.86129 -9.65750
C -2.80136 4.99739 -10.72572
C -3.48282 5.27750 -12.04849
C -4.54972 6.62692 -7.64179
H -2.92811 3.95821 -10.41907
H -1.73370 5.19390 -10.79466
H -4.54447 5.04094 -12.00978
H -3.02335 4.66976 -12.82843
H -3.38612 6.33005 -12.31409
H -3.77281 6.23646 -6.99073
H -5.51506 6.60753 -7.14089
H -4.31753 7.63389 -7.97678
O 6.22759 0.49223 3.84019
S 7.15836 -0.08486 4.76071
O 6.79650 -1.25454 5.49830
O 7.64125 1.05328 5.74777
C 6.60848 1.81240 6.43983
C 5.93654 1.03170 7.54744
C 8.70060 -0.36787 3.96323
H 5.88543 2.17615 5.70900
H 7.13691 2.67474 6.83959
H 5.36336 0.19354 7.15614
H 5.25399 1.68862 8.08580
H 6.67695 0.63525 8.24310
H 8.98705 0.52702 3.41838
H 8.54929 -1.20244 3.28191
H 9.43802 -0.62655 4.71779
```

## Properties
- Frontier orbital gap: 7.03 eV
- 2S+1: 1
- Total charge: -1
- Total energy: -6474.7433 hartree
- Energy relative to the best compared isomer or geometry (same formula, charge and spin): 0.000 eV

***

ORCA calculation (the ωB97M-V functional and the def2-TZVPD basis) on a molecular structure, C33H66CaGeNO11P3.

```
116
C33H66CaGeNO11P3, DFT the ωB97M-V functional and the def2-TZVPD basis
Ca -0.11643 -0.15209 -0.24660
O -2.96758 2.80930 1.51307
C -2.36689 1.70386 0.84929
O -1.06710 1.81339 0.67637
C -3.14581 0.67645 0.44112
C -4.58472 0.49983 0.64422
C -5.10969 -0.74184 0.52360
C -4.28037 -1.87149 0.18423
C -2.98997 -1.57565 -0.23209
N -2.45760 -0.36624 -0.23876
C -2.00673 -2.67606 -0.64044
O -2.30069 -3.86867 -0.40387
O -0.88302 -2.29721 -1.11084
H -2.43193 3.55557 1.21817
H -5.20004 1.35714 0.89557
H -6.17832 -0.88946 0.67181
H -4.66119 -2.88104 0.11863
C 0.42355 -5.78651 1.56601
C 0.52518 -4.39316 0.98555
C 1.53369 -4.26718 -0.12799
O 0.96546 -3.49533 2.06941
P -0.05216 -2.43914 2.65078
O -0.66975 -1.47707 1.73073
C 1.03438 -1.56316 3.80293
P 1.55131 -0.03385 2.96866
O 1.96372 -0.23886 1.56870
O 2.67251 0.60534 3.91685
C 4.04020 0.18710 4.07415
C 4.18149 -0.46761 5.43777
C 4.56081 -0.69453 2.95289
O 0.37937 0.95128 3.10264
C -0.15861 1.82076 4.11991
C -1.60391 1.41821 4.31725
C 0.00046 3.23296 3.59924
O -1.12392 -3.23817 3.49288
C -2.53405 -3.22843 3.01393
C -3.21207 -1.94983 3.44315
C -3.16198 -4.47450 3.59141
H 0.04539 -6.46446 0.79936
H -0.26898 -5.80029 2.40817
H 1.40071 -6.14045 1.90728
H -0.45043 -4.07018 0.61283
H 2.53377 -4.54700 0.21927
H 1.53742 -3.24553 -0.50471
H 1.23922 -4.91721 -0.95329
H 1.89139 -2.18275 4.06517
H 0.48659 -1.28656 4.70568
H 4.60825 1.12096 4.07106
H 3.64544 -1.41797 5.46821
H 3.77740 0.18161 6.21465
H 5.23394 -0.66127 5.65411
H 4.03111 -1.64848 2.90791
H 5.61769 -0.89724 3.13958
H 4.44942 -0.21372 1.98400
H 0.42674 1.66855 5.03445
H -2.13767 1.48708 3.36634
H -2.07791 2.08544 5.04070
H -1.67571 0.39368 4.68761
H -0.46361 3.27608 2.61186
H 1.05604 3.49479 3.50814
H -0.48845 3.93847 4.27480
H -2.52721 -3.28695 1.92367
H -3.18661 -1.84836 4.53424
H -4.24589 -1.96136 3.09646
H -2.74300 -1.08837 2.96728
H -3.15950 -4.44125 4.68448
H -2.63119 -5.36826 3.26192
H -4.19283 -4.54015 3.24125
C 2.71555 3.30896 -4.18915
C 2.19802 2.04549 -3.50730
P 1.06943 2.24133 -2.04277
C 2.38046 3.07328 -0.94164
C 1.83042 3.44994 0.43484
C 0.12052 3.78651 -2.44218
C -1.12460 3.99909 -1.58608
H 3.32074 3.05519 -5.06543
H 3.33841 3.90935 -3.52253
H 1.89472 3.93936 -4.53265
H 3.04679 1.44746 -3.15615
H 1.63568 1.44149 -4.21921
H 2.81813 3.95763 -1.42067
H 3.19713 2.35263 -0.82337
H 1.19212 4.33477 0.37158
H 2.63315 3.67295 1.14721
H 1.20554 2.65629 0.85142
H -0.16986 3.69378 -3.48775
H 0.79657 4.64477 -2.34766
H -1.78820 3.13682 -1.63475
H -1.67271 4.88435 -1.92646
H -0.86881 4.12457 -0.53409
C -3.18468 1.01164 -6.35466
Ge -1.37083 1.34528 -5.58695
C -0.19354 0.20702 -6.72134
C -0.99649 3.18817 -6.25609
C -1.02041 1.12559 -3.73586
H -3.21369 1.22648 -7.42826
H -3.91989 1.64341 -5.85075
H -3.47773 -0.02776 -6.19262
H -0.40100 0.37513 -7.78203
H -0.36032 -0.85137 -6.50620
H 0.86218 0.42675 -6.53965
H -1.19549 3.25049 -7.33032
H 0.04568 3.46330 -6.08026
H -1.62841 3.92081 -5.74716
H -1.00874 0.04903 -3.52149
H -1.86522 1.51578 -3.15412
C 1.08025 -1.79074 -3.52763
O 2.28321 -1.38121 -2.81826
C 2.13275 -0.91715 -1.62107
C 3.49133 -0.64975 -1.05294
H 1.37770 -2.64233 -4.13739
H 0.77133 -0.95803 -4.15311
H 0.30292 -2.05237 -2.80999
H 4.29775 -0.67928 -1.79316
H 3.64398 -1.42712 -0.29490
H 3.47904 0.28928 -0.50173
```

## Properties
- Frontier orbital gap: 2.32 eV
- 2S+1: 1
- Total charge: -2
- Total energy: -5958.2213 hartree
- Energy relative to the best compared isomer or geometry (same formula, charge and spin): 0.873 eV

***

ORCA calculation (the ωB97M-V functional and the def2-TZVPD basis) on 11 unconnected molecules or ions with the total composition C33H70N4O11.

```
118
C33H70N4O11, DFT the ωB97M-V functional and the def2-TZVPD basis
C 4.26880 -0.27700 -0.33484
N 4.04069 -1.38218 -1.26177
C 4.24524 -2.66874 -0.98387
C 4.83507 -3.06311 0.34896
O 4.09498 -3.59057 -1.80987
H 4.20657 -0.67780 0.69903
H 3.46462 0.45636 -0.42201
H 5.27824 0.16391 -0.44145
H 3.80979 -1.11172 -2.22470
H 5.60067 -2.38364 0.68636
H 5.29073 -4.00614 0.27692
H 4.07104 -3.20830 1.10770
C 2.60238 -2.71781 3.27597
N 1.78842 -3.87931 2.92987
C 0.56366 -3.69438 2.39651
C -0.32070 -4.90955 2.16482
O 0.21288 -2.53917 2.10554
H 2.83273 -2.08830 2.39593
H 3.48098 -3.05082 3.81502
H 2.03629 -2.00568 3.88402
H 2.12930 -4.76095 3.28557
H -1.35138 -4.58673 2.44385
H 0.04757 -5.78977 2.72521
H -0.37494 -5.16574 1.11060
C 1.27887 -5.15763 -1.22973
N 1.44217 -4.48574 -2.53700
C 0.40301 -3.93091 -3.20599
C 0.80130 -3.16922 -4.44562
O -0.76854 -4.17179 -2.92252
H 0.41608 -5.80507 -1.34278
H 1.08718 -4.49477 -0.38754
H 2.14475 -5.79886 -1.06416
H 2.39652 -4.20527 -2.79590
H 1.65584 -2.52121 -4.24678
H -0.07833 -2.58618 -4.72414
H 1.11029 -3.85683 -5.26464
C 0.73352 -0.97507 -1.49713
N 0.77510 -0.54204 -0.12191
C 0.79950 0.76849 0.22133
C 0.47808 1.01710 1.63517
O 1.20927 1.64303 -0.55056
H 1.23359 -0.24283 -2.11361
H -0.30510 -0.98762 -1.83576
H 1.16860 -1.96547 -1.60938
H 0.32530 -1.19482 0.51565
H 0.57832 0.17071 2.28927
H -0.55203 1.40877 1.70156
H 1.03876 1.86248 2.04726
C -4.14477 -4.34794 -1.55446
C -3.25050 -3.12685 -1.44347
C -2.18822 -3.02321 -0.39315
O -3.38045 -2.25080 -2.24784
H -5.16343 -4.06004 -1.78350
H -4.11397 -4.90104 -0.60104
H -3.57881 -4.98356 -2.21755
H -1.90935 -2.00671 -0.13306
H -1.39376 -3.66907 -0.70747
H -2.58285 -3.41380 0.55297
C -2.83129 -1.04581 3.34525
C -4.16868 -1.12056 2.63529
C -5.33784 -0.39893 3.28264
O -4.30717 -1.75233 1.61354
H -2.88633 -1.66196 4.24304
H -2.58446 -0.00485 3.51149
H -1.96162 -1.44976 2.77599
H -5.45380 -0.55623 4.33503
H -6.25917 -0.67435 2.77340
H -5.20011 0.70201 3.20611
C -4.57644 2.60466 0.46787
C -3.55073 1.53382 0.42939
C -3.54456 0.65539 -0.78819
O -2.79586 1.39024 1.36736
H -5.56468 2.21466 0.15011
H -4.26839 3.40370 -0.22531
H -4.77467 3.00400 1.47695
H -2.57670 0.20184 -1.01821
H -3.70054 1.31334 -1.63696
H -4.25383 -0.16417 -0.70739
C 4.04096 3.96027 0.41413
C 2.91635 4.86801 -0.02629
C 1.90929 5.27383 1.03566
O 2.79373 5.18953 -1.17567
H 5.02803 4.42058 0.28752
H 4.04940 3.04743 -0.14140
H 3.91396 3.59418 1.43313
H 1.21440 6.00999 0.59902
H 2.39978 5.66768 1.92419
H 1.36149 4.38018 1.38786
C -0.72506 2.97103 -2.92711
C -1.75703 3.72015 -2.05403
C -1.38041 4.15692 -0.64073
O -2.88234 3.87014 -2.47380
H -1.19497 2.07147 -3.29051
H 0.13134 2.75279 -2.30071
H -0.49858 3.62062 -3.79527
H -0.94563 3.28296 -0.11127
H -2.15345 4.68663 -0.07375
H -0.50720 4.85515 -0.68936
C 2.87165 3.09762 -3.09627
C 3.20347 1.80901 -3.76144
C 2.68976 1.57605 -5.18298
O 3.79457 0.92226 -3.14412
H 2.33387 3.85556 -3.68863
H 3.75798 3.46968 -2.64010
H 2.26546 2.78219 -2.19984
H 3.14812 2.34264 -5.78997
H 1.56955 1.66961 -5.18807
H 2.97676 0.58911 -5.49906
C -2.23456 2.71849 4.21425
C -2.22213 4.19862 4.26348
C -1.68846 4.96842 3.05615
O -2.68046 4.84826 5.17222
H -2.53383 2.35894 5.21120
H -1.29041 2.27295 3.91594
H -2.93682 2.41069 3.39719
H -1.57077 4.29171 2.19120
H -0.69148 5.43396 3.20230
H -2.39906 5.73085 2.78771
```

## Properties
- Frontier orbital gap: 9.07 eV
- 2S+1: 1
- Total charge: 0
- Total energy: -2346.1152 hartree
- Structure (SMILES): CNC(C)=O.CNC(C)=O.CNC(C)=O.CNC(C)=O.CC(C)=O.CC(C)=O.CC(C)=O.CC(C)=O.CC(C)=O.CC(C)=O.CC(C)=O
- Energy relative to the best compared isomer or geometry (same formula, charge and spin): 0.000 eV